One molecule with the formula C4H6S2 in a non-equilibrium geometry, computed with ωB97M-V with the def2-TZVPD basis set.

The geometry in XYZ format:
```
12
Properties=species:S:1:pos:R:3
C 0.575 -0.995 1.242
C -0.731 -0.791 1.319
S -1.671 0.073 0.131
C -0.403 1.139 -0.602
S 1.073 0.309 -1.238
C 1.643 -0.361 0.369
H 0.947 -1.674 2.048
H -1.373 -1.281 2.091
H -0.953 1.593 -1.465
H -0.011 1.847 0.093
H 2.426 -1.092 0.103
H 2.021 0.544 0.879
```

Summary:
Kohn-Sham gap: 9.1 eV
Lowest unoccupied orbital energy: 0.786 eV
Structure (SMILES): C1=CSCSC1

One molecule with the formula C4H6S2 in a non-equilibrium geometry, computed with ωB97M-V with the def2-TZVPD basis set.

The geometry in XYZ format:
```
12
Properties=species:S:1:pos:R:3
C 1.155 1.431 -0.148
C 0.464 0.176 -0.055
S 1.510 -1.258 0.372
C -0.898 -0.120 -0.100
C -1.758 -1.283 -0.195
S -2.898 0.192 -0.327
H 2.173 1.207 0.139
H 0.867 2.320 0.510
H 1.195 1.866 -1.220
H 2.074 -0.698 1.490
H -1.826 -2.000 -1.104
H -2.059 -1.835 0.637
```

Summary:
Kohn-Sham gap: 8.8 eV
Lowest unoccupied orbital energy: 0.194 eV
Structure (SMILES): C/C(S)=C1/CS1

One molecule with the formula C4H6S2 in a non-equilibrium geometry, computed with ωB97M-V with the def2-TZVPD basis set.

The geometry in XYZ format:
```
12
Properties=species:S:1:pos:R:3
C -0.789 -1.424 0.761
C -0.957 -0.190 1.260
S -0.362 1.499 0.807
C 0.989 0.829 -0.204
S 0.529 -0.240 -1.425
C 0.058 -1.715 -0.485
H -0.925 -2.320 1.436
H -1.506 0.026 2.167
H 1.799 1.726 -0.538
H 1.694 0.198 0.506
H -0.525 -2.199 -1.424
H 0.971 -2.570 -0.256
```

Summary:
Kohn-Sham gap: 9.2 eV
Lowest unoccupied orbital energy: 0.773 eV
Structure (SMILES): C1=CSCSC1

One molecule with the formula C4H6S2 in a non-equilibrium geometry, computed with ωB97M-V with the def2-TZVPD basis set.

The geometry in XYZ format:
```
12
Properties=species:S:1:pos:R:3
C -0.378 1.040 1.364
C -0.520 0.656 0.077
C -0.365 -0.750 -0.418
C 0.674 -0.843 -1.558
S 0.167 -0.682 -3.077
S 2.389 -1.102 -1.105
H -0.437 2.062 1.442
H 0.032 0.462 2.177
H -1.018 1.377 -0.641
H 0.101 -1.302 0.486
H -1.241 -1.325 -0.751
H 2.914 -0.353 -2.083
```

Summary:
Kohn-Sham gap: 8.3 eV
Lowest unoccupied orbital energy: -0.387 eV
Structure (SMILES): C=CCC(=S)S

C4H6S3 as an isolated structure in a non-equilibrium geometry, computed with ωB97M-V with the def2-TZVPD basis set.

The geometry in XYZ format:
```
13
Properties=species:S:1:pos:R:3
C -2.137 -0.146 0.849
C -0.810 0.502 0.390
C 1.772 0.169 -0.320
C 3.077 -0.299 -0.295
H -2.373 -1.173 -1.468
H -1.940 -0.962 1.403
H -2.499 0.855 1.300
H 1.531 1.299 -0.739
H 3.546 -1.561 -0.036
H 3.734 0.467 -0.640
S -3.345 -0.484 -0.523
S -0.812 2.133 -0.097
S 0.257 -0.800 0.178
```

Summary:
Kohn-Sham gap: 8.2 eV
Lowest unoccupied orbital energy: -0.713 eV

C4H6S4 as an isolated structure in a non-equilibrium geometry, computed with ωB97M-V with the def2-TZVPD basis set.

The geometry in XYZ format:
```
14
Properties=species:S:1:pos:R:3
C -0.530 -2.730 0.183
C -0.425 -1.632 -0.698
C -0.402 1.282 -0.812
C 1.001 3.022 1.165
H 1.018 -3.380 -0.233
H -0.499 -2.391 1.901
H -1.469 -3.548 -0.452
H -0.912 1.419 -1.898
H 0.749 0.700 -0.724
H 1.641 2.172 1.400
S -0.094 -1.763 -2.299
S -1.207 -0.218 0.109
S -0.465 2.930 0.223
S 1.595 4.138 2.135
```

Summary:
Kohn-Sham gap: 7.5 eV
Lowest unoccupied orbital energy: -1.311 eV

One molecule with the formula C4H6Si in a non-equilibrium geometry, computed with ωB97M-V with the def2-TZVPD basis set.

The geometry in XYZ format:
```
11
Properties=species:S:1:pos:R:3
C 2.438 0.605 0.546
C 1.328 0.939 0.214
Si -0.510 1.305 -0.258
C -0.841 -0.551 -0.734
C -1.082 -1.606 0.087
H 3.331 0.320 0.792
H -1.117 1.184 1.146
H -0.803 2.563 -0.978
H -0.776 -0.671 -1.772
H -1.161 -2.597 -0.202
H -0.807 -1.490 1.160
```

Summary:
Kohn-Sham gap: 10.5 eV
Lowest unoccupied orbital energy: 0.899 eV
Structure (SMILES): C#C[SiH2]C=C

One molecule with the formula C4H7BrN2 in a non-equilibrium geometry, computed with ωB97M-V with the def2-TZVPD basis set.

The geometry in XYZ format:
```
14
Properties=species:S:1:pos:R:3
H 2.252 1.062 -0.410
N 1.737 0.958 -1.320
C 0.516 0.637 -1.071
C -0.404 0.960 -2.155
N -1.800 0.836 -1.943
Br -3.036 1.215 -3.108
C -0.025 0.444 0.284
C -1.221 -0.540 0.317
H 0.010 1.405 -3.058
H 0.816 -0.160 0.677
H -0.015 1.401 0.915
H -2.196 0.002 0.265
H -1.313 -1.316 -0.497
H -1.422 -0.945 1.272
```

Summary:
Kohn-Sham gap: 8.9 eV
Lowest unoccupied orbital energy: -0.536 eV
Structure (SMILES): [H]/N=C(/C=N/Br)CC

One molecule with the formula C4H7BrN2S in a non-equilibrium geometry, computed with ωB97M-V with the def2-TZVPD basis set.

The geometry in XYZ format:
```
15
Properties=species:S:1:pos:R:3
C 0.857 2.131 -1.403
C -0.153 -0.695 0.512
C 0.413 -2.023 0.231
C -1.534 -0.532 1.123
N 1.183 1.113 -0.416
N 0.322 0.370 -0.005
S 2.150 2.893 -2.419
Br -1.404 0.104 3.060
H 0.035 1.688 -2.010
H 0.588 3.106 -0.919
H 0.500 -2.134 -0.896
H -0.104 -2.844 0.730
H 1.428 -2.085 0.627
H -2.122 -1.409 1.238
H -2.160 0.320 0.547
```

Summary:
Kohn-Sham gap (spin up / spin down): 8.6 / 5.5 eV
Lowest unoccupied orbital energy (spin up / spin down): -0.274 / -2.038 eV